The following is a DFT calculation (the ωB97M-V functional and the def2-TZVPD basis) of a cluster of 2 separate species, C3H5NO in total at a distorted geometry.

CARTESIAN COORDINATES (ANGSTROEM)
C -2.002 -0.064 -0.255
C 0.198 0.828 -0.531
C -0.892 0.279 0.414
N -3.012 -0.495 -0.589
O -0.043 -1.923 0.800
H 0.969 0.089 -0.762
H -0.282 1.078 -1.416
H 0.609 1.698 -0.110
H -0.835 0.649 1.452
H 0.811 -1.756 0.472

Summary:
Kohn-Sham gap (alpha / beta): 0.372 / 0.295 Ha
ΔE to the lowest compared entry with this formula, charge and spin: 102.8 kcal per mole
LUMO energy (alpha / beta): -0.053 / -0.062 hartree
Energy: -6725.11580 eV

The following is a DFT calculation (the ωB97M-V functional and the def2-TZVPD basis) of a structure of composition C45H49FeGeN5O2P2S2Se.

CARTESIAN COORDINATES (ANGSTROEM)
Fe -0.375 -0.310 -0.610
C -3.753 -0.979 -1.062
P -2.391 -1.979 -0.370
C -2.290 -3.415 -1.480
C -2.070 -4.697 -0.976
C -1.950 -5.776 -1.840
C -2.059 -5.587 -3.210
C -2.291 -4.315 -3.717
C -2.400 -3.231 -2.860
C -2.985 -2.645 1.204
C -4.316 -3.040 1.343
C -4.764 -3.558 2.547
C -3.887 -3.691 3.618
C -2.564 -3.301 3.485
C -2.115 -2.778 2.280
C -3.143 -0.039 -2.055
C -3.748 0.658 -3.072
C -2.735 1.413 -3.710
C -1.558 1.130 -3.059
C -0.162 1.495 -3.452
P 0.927 1.417 -1.981
C 1.195 3.134 -1.473
C 0.504 3.624 -0.371
C 0.688 4.935 0.043
C 1.563 5.761 -0.644
C 2.259 5.275 -1.747
C 2.080 3.966 -2.160
C 2.519 0.815 -2.607
C 3.296 0.005 -1.782
C 4.513 -0.486 -2.230
C 4.961 -0.173 -3.505
C 4.189 0.628 -4.337
C 2.970 1.117 -3.892
N -1.792 0.245 -2.026
H -4.220 -0.461 -0.220
H -4.508 -1.613 -1.529
H -2.008 -4.855 0.094
H -1.787 -6.768 -1.439
H -1.979 -6.432 -3.881
H -2.400 -4.167 -4.784
H -2.581 -2.241 -3.265
H -5.005 -2.948 0.511
H -5.798 -3.859 2.651
H -4.241 -4.096 4.557
H -1.879 -3.395 4.317
H -1.080 -2.478 2.182
H -4.796 0.628 -3.325
H -2.845 2.058 -4.568
H -0.122 2.484 -3.911
H 0.233 0.777 -4.178
H -0.129 2.958 0.200
H 0.168 5.302 0.918
H 1.714 6.781 -0.317
H 2.949 5.917 -2.279
H 2.648 3.590 -3.001
H 2.947 -0.239 -0.785
H 5.112 -1.110 -1.580
H 5.914 -0.551 -3.852
H 4.536 0.871 -5.332
H 2.371 1.734 -4.552
N 7.153 1.921 -0.664
C 5.973 1.770 0.036
C 4.953 2.721 -0.068
C 3.752 2.535 0.588
C 3.548 1.392 1.349
C 4.565 0.452 1.488
C 5.766 0.639 0.836
S 2.005 1.123 2.137
O 1.309 2.378 2.165
O 2.267 0.416 3.366
N 1.173 0.126 1.149
C 1.278 -1.202 1.303
S 2.042 -2.191 2.505
C 1.530 -3.606 1.634
C 0.805 -3.271 0.553
N 0.656 -1.913 0.370
H 7.376 2.851 -0.978
H 7.951 1.412 -0.322
H 5.111 3.614 -0.660
H 2.973 3.284 0.531
H 4.423 -0.410 2.127
H 6.562 -0.087 0.952
H 1.793 -4.593 1.976
H 0.365 -3.954 -0.158
N 0.816 -2.294 -3.250
C 0.451 -1.599 -2.406
H 1.128 -2.913 -3.971
C -2.311 2.218 5.769
Ge -2.220 0.969 4.274
C -0.775 -0.315 4.536
C -3.938 0.086 3.995
C -1.783 2.038 2.664
Se -2.133 1.088 0.992
C -2.823 2.579 -0.061
H -2.505 1.679 6.697
H -3.111 2.944 5.623
H -1.369 2.755 5.877
H -1.026 -1.028 5.322
H 0.147 0.198 4.807
H -0.580 -0.871 3.618
H -4.223 -0.467 4.891
H -3.885 -0.614 3.161
H -4.719 0.819 3.785
H -0.742 2.355 2.668
H -2.423 2.919 2.604
H -2.376 3.494 0.319
H -3.904 2.608 0.047
H -2.553 2.438 -1.104

Summary:
Charge: +1
Kohn-Sham gap (alpha / beta): 0.302 / 0.227 Ha
2S+1: 6
LUMO energy (alpha / beta): -0.064 / -0.139 hartree
Energy: -255498.51491 eV

The following is a DFT calculation (the ωB97M-V functional and the def2-TZVPD basis) of a structure of composition C2H3Br2N at a distorted geometry.

CARTESIAN COORDINATES (ANGSTROEM)
C -0.911 0.013 -0.809
C 2.243 -0.687 0.379
N -0.900 0.422 0.362
Br 1.086 -1.814 1.317
Br 1.949 1.063 0.982
H -0.206 -0.715 -1.140
H -1.685 0.451 -1.607
H -1.576 1.267 0.516

Summary:
Kohn-Sham gap: 0.296 Ha
ΔE to the lowest compared entry with this formula, charge and spin: 89.1 kcal per mole
LUMO energy: -0.040 hartree
Energy: -143693.18069 eV